Here is a molecular structure, C4H10NO2 in a non-equilibrium geometry from the Open Molecules 2025 dataset. Energies are from the ωB97M-V functional and the def2-TZVPD basis.

## Properties
Multiplicity   3
Energy relative to the best compared isomer or geometry (same formula, charge and spin)   6.053 eV
Frontier orbital gap (alpha / beta)   0.217 / 0.268 hartree
Charge   +1
Highest occupied orbital energy (alpha / beta)   -9.9 / -15.1 eV

Atoms and positions in Å:
C -2.338981 -0.650171 0.456923
C -2.855385 0.419887 -0.456766
C 2.760695 -0.829092 -0.239031
C 0.717076 0.744476 0.627837
N -1.102902 -0.817022 0.594390
O 2.398430 0.576300 0.032727
O -0.308308 0.306162 -0.052545
H -3.062868 -1.382632 0.971114
H -2.182326 1.281715 -0.367752
H -3.898651 0.799574 -0.483975
H -2.769310 -0.002350 -1.548902
H 3.863957 -0.777429 -0.654063
H 2.036338 -1.377097 -0.922827
H 3.005717 -1.396165 0.653288
H 2.233976 1.060115 -0.813275
H 0.657200 0.231622 1.651104
H 0.845334 1.812101 0.551747

Atomic forces in eV per Å
-8.5 -0.4 -0.2
-0.2 0.2 -2.2
2.8 -0.6 -2.0
-0.8 -0.4 2.8
5.8 -1.8 0.8
-2.1 -1.2 -0.3
2.0 0.9 -1.6
1.2 1.4 -0.4
-0.6 -0.2 -0.4
0.6 -0.7 1.0
0.3 0.6 1.4
-2.4 0.0 0.0
0.9 1.0 0.9
-1.0 0.5 0.6
0.7 -0.6 0.4
1.3 0.9 -1.3
-0.2 0.4 0.3

=====

Here is 2 unconnected molecules or ions with the total composition CH6N2P2 in a non-equilibrium geometry from the Open Molecules 2025 dataset. Energies are from the ωB97M-V functional and the def2-TZVPD basis.

## Properties
Multiplicity   1
Energy relative to the best compared isomer or geometry (same formula, charge and spin)   1.821 eV
Frontier orbital gap (alpha / beta)   0.240 / 0.239 hartree
Highest occupied orbital energy (alpha / beta)   -7.3 / -7.3 eV

Atoms and positions in Å:
C -0.608087 -0.739728 0.667070
N 2.973298 0.054308 -0.013999
N -0.204758 -0.116851 -0.577380
P 3.380476 -1.382476 0.035126
P 2.569723 1.593963 0.091936
H -0.641219 -1.750961 0.540197
H 0.050097 -0.323342 1.346641
H -1.672416 -0.335663 0.952763
H -0.963548 -0.212432 -1.231399
H 0.238297 0.764724 -0.546931
H 3.630943 2.020343 -0.961861

Atomic forces in eV per Å
-2.9 4.2 -1.1
0.4 -0.1 0.3
-0.7 -2.0 -1.0
0.1 -1.2 -0.1
1.2 1.7 -1.4
0.2 -2.8 0.2
1.3 -0.1 2.1
1.6 -1.0 -0.1
0.3 0.6 -0.4
0.0 0.9 0.1
-1.4 -0.3 1.3

=====

Here is a single C18H18N6S molecule in a non-equilibrium geometry from the Open Molecules 2025 dataset. Energies are from the ωB97M-V functional and the def2-TZVPD basis.

## Properties
Multiplicity   1
SMILES   CCNC(=S)NNc1nnc(-c2ccccc2)c(-c2ccccc2)n1
Frontier orbital gap   0.299 hartree
Highest occupied orbital energy   -8.3 eV

Atoms and positions in Å:
C -5.053537 1.662289 -2.565311
C -3.952264 1.438127 -1.533595
N -2.650155 1.361107 -2.148867
C -1.799080 2.394250 -2.224577
S -2.011445 3.839137 -1.464512
N -0.691202 2.227708 -3.026120
N -0.248457 0.936980 -3.307963
C 0.446733 0.245419 -2.355191
N 1.042384 -0.895234 -2.709908
N 1.406518 -1.684452 -1.749930
C 1.311549 -1.339474 -0.475402
C 1.562774 -2.381279 0.518618
C 0.846056 -2.410283 1.713892
C 1.077935 -3.412951 2.635678
C 2.022247 -4.393767 2.377717
C 2.725866 -4.378414 1.184186
C 2.495148 -3.382400 0.254685
C 1.003555 0.015826 -0.167810
C 1.273603 0.677944 1.104148
C 2.342329 0.296907 1.915056
C 2.574158 0.958245 3.105346
C 1.748086 1.999236 3.500151
C 0.695487 2.393281 2.689647
C 0.461001 1.743063 1.493854
N 0.493606 0.762764 -1.134232
H -6.018560 1.716632 -2.069948
H -4.880667 2.596094 -3.094430
H -5.077553 0.848466 -3.287524
H -3.925216 2.272840 -0.829649
H -4.129164 0.509612 -0.982865
H -2.455701 0.558632 -2.732019
H 0.030476 2.919576 -2.832660
H -0.025636 0.735050 -4.274121
H 0.101345 -1.653022 1.913277
H 0.518866 -3.429641 3.559592
H 2.204898 -5.171736 3.104085
H 3.455731 -5.147168 0.977342
H 3.031702 -3.359646 -0.681203
H 3.001007 -0.499606 1.601867
H 3.406103 0.662134 3.727084
H 1.931554 2.508161 4.434827
H 0.058623 3.212987 2.986316
H -0.350701 2.046605 0.850471

Atomic forces in eV per Å
0.2 0.0 0.2
-0.4 0.1 0.1
0.5 -0.1 -0.3
-0.3 -0.3 0.0
0.0 0.6 0.3
0.5 -0.3 -0.3
-0.3 0.3 -0.5
0.5 -0.2 1.0
-0.5 0.6 -0.9
0.2 -0.7 0.4
-0.1 1.0 0.0
0.1 -0.4 0.3
0.0 -0.1 -0.2
0.0 0.0 0.1
0.0 0.0 0.0
0.0 -0.1 0.0
-0.1 0.2 0.0
0.0 -0.6 -0.8
0.0 0.3 0.6
0.0 0.1 -0.2
0.1 0.0 0.1
0.0 0.0 0.0
0.0 0.1 0.1
0.0 -0.2 -0.1
0.0 0.2 0.0
-0.1 0.0 0.0
0.0 0.1 -0.1
-0.1 -0.1 -0.1
0.0 -0.2 0.0
0.0 0.1 0.0
0.1 0.1 0.0
-0.2 -0.2 0.0
-0.1 0.1 0.2
0.0 0.1 0.0
0.0 0.0 0.1
0.0 -0.1 0.1
0.1 -0.1 0.0
0.0 0.0 -0.1
0.0 -0.1 0.0
0.1 0.0 0.0
0.0 0.0 0.1
-0.1 0.1 0.0
-0.1 0.1 -0.1

=====

Here is 2 unconnected molecules or ions with the total composition C5H8N2 in a non-equilibrium geometry from the Open Molecules 2025 dataset. Energies are from the ωB97M-V functional and the def2-TZVPD basis.

## Properties
Multiplicity   1
Energy relative to the best compared isomer or geometry (same formula, charge and spin)   4.216 eV
Frontier orbital gap   0.303 hartree
Highest occupied orbital energy   -7.3 eV

Atoms and positions in Å:
C -1.936739 1.158160 -0.307793
N -1.105299 0.026566 0.216200
C -0.460115 0.083086 1.391429
C 0.859204 -0.315723 1.257602
C 1.067993 -0.457504 -0.138710
N 2.178144 -0.955081 -0.731615
C -0.118867 -0.126982 -0.793833
H -0.659996 1.256853 -0.979170
H -2.555571 0.750649 -1.114743
H -2.701482 1.419190 0.473977
H -0.945376 0.505554 2.265422
H 1.571221 -0.552880 2.035761
H 2.919115 -1.326199 -0.165617
H 2.342354 -0.831812 -1.717782
H -0.454585 -0.633877 -1.691129

Atomic forces in eV per Å
0.2 -0.3 -0.2
0.3 -0.2 -0.1
0.1 0.1 0.1
-0.1 0.0 0.0
0.0 -0.5 0.1
0.4 0.0 -0.1
0.0 -1.7 0.2
-2.1 1.8 0.7
0.1 -0.1 0.0
1.0 0.7 -0.5
0.0 -0.3 -0.1
-0.1 0.2 0.0
0.1 0.2 -0.1
-0.1 -0.1 0.2
0.2 0.2 -0.2

=====

Here is a molecular structure, C7H18N2 in a non-equilibrium geometry from the Open Molecules 2025 dataset. Energies are from the ωB97M-V functional and the def2-TZVPD basis.

## Properties
Multiplicity   1
Energy relative to the best compared isomer or geometry (same formula, charge and spin)   2.895 eV
Frontier orbital gap   0.315 hartree
Highest occupied orbital energy   -7.6 eV

Atoms and positions in Å:
C 1.697901 1.821926 -0.039675
C 1.621443 1.325992 1.387428
C -0.038158 2.546729 -0.421354
N 2.130485 0.853384 -0.918479
H 2.242292 2.765455 -0.127766
H 2.388074 1.268393 -1.809736
H 1.182431 0.111753 -1.137473
H 1.115597 2.042300 2.030424
H 1.102469 0.370612 1.434675
H 2.633046 1.170298 1.766130
H -0.980799 2.133557 -0.048848
H 0.046470 3.469614 0.154133
H -0.031942 2.832533 -1.476462
C -0.839477 -2.641508 -1.151030
C -1.771129 -2.010741 1.706606
C -0.824209 -1.284145 -0.515052
N -0.196853 -0.281128 -1.304399
C -1.192845 -1.025389 0.740411
H -0.376469 -0.392313 -2.295795
H -0.430616 0.724654 -1.006825
H -1.153765 0.001597 1.081945
H -0.932965 -2.575503 -2.236889
H -1.676263 -3.249399 -0.811589
H 0.080099 -3.180860 -0.916137
H -2.862941 -2.008619 1.651934
H -1.492471 -1.754913 2.729861
H -1.439406 -3.034279 1.533963

Atomic forces in eV per Å
-3.0 1.4 0.3
0.2 0.2 0.0
2.6 0.4 1.0
-1.4 -2.1 -1.5
0.0 -0.1 0.1
0.1 -0.1 0.1
3.0 1.6 0.7
-0.1 0.0 0.1
-0.1 -0.1 0.0
0.0 0.0 0.0
0.2 -0.4 -0.3
0.0 0.2 -0.1
-0.3 -0.3 0.0
-0.1 -0.2 0.0
0.0 -0.1 0.0
0.2 0.1 0.4
-1.4 1.3 0.0
-0.3 0.0 -0.3
-0.1 0.0 0.1
0.2 -2.1 -0.5
0.1 0.1 0.0
0.1 0.1 0.0
0.0 0.1 0.1
0.0 0.0 -0.1
0.0 0.0 0.1
0.0 0.0 0.0
0.0 0.0 -0.1

=====

Here is 2 unconnected molecules or ions with the total composition C4H12S in a non-equilibrium geometry from the Open Molecules 2025 dataset. Energies are from the ωB97M-V functional and the def2-TZVPD basis.

## Properties
Multiplicity   1
SMILES   CSC.CC
Energy relative to the best compared isomer or geometry (same formula, charge and spin)   2.153 eV
Frontier orbital gap   0.348 hartree
Highest occupied orbital energy   -8.6 eV

Atoms and positions in Å:
C 1.618980 1.158847 -2.173519
S 2.562918 -0.411138 -1.591759
C 1.362232 -2.062988 -1.339309
H 2.223789 1.613260 -2.932972
H 0.642477 0.800438 -2.597371
H 1.520521 1.704557 -1.303311
H 1.441412 -2.712833 -2.252085
H 0.260894 -1.734268 -1.615134
H 1.638346 -2.729084 -0.553523
C -2.030200 1.174956 2.345358
C -1.375347 -0.079968 1.665031
H -1.685283 2.159809 1.967992
H -3.157702 1.325052 2.294657
H -1.753408 0.979294 3.409850
H -0.477608 0.187979 1.169910
H -1.960471 -0.730676 1.074434
H -0.831549 -0.643240 2.431749

Atomic forces in eV per Å
-0.8 -3.8 -1.0
-1.0 -1.4 0.1
-1.6 2.2 -4.4
0.3 0.2 -0.3
0.9 0.7 0.4
-0.5 1.4 1.5
0.9 0.7 0.5
2.0 -0.4 1.9
-0.2 0.5 1.2
-0.7 -0.3 0.5
0.7 1.1 1.6
0.4 -0.8 0.4
1.3 -0.9 0.0
-0.5 1.1 -0.6
0.5 0.7 -1.5
-0.8 -0.5 -0.6
-0.9 -0.5 0.3

=====

Here is a single CH2ClPS molecule in a non-equilibrium geometry from the Open Molecules 2025 dataset. Energies are from the ωB97M-V functional and the def2-TZVPD basis.

## Properties
Multiplicity   3
Energy relative to the best compared isomer or geometry (same formula, charge and spin)   1.627 eV
Frontier orbital gap (alpha / beta)   0.214 / 0.235 hartree
Highest occupied orbital energy (alpha / beta)   -5.1 / -9.8 eV

Atoms and positions in Å:
C -0.162585 -0.379111 0.235940
P -1.114683 -1.035904 1.661167
S -0.313886 -2.188221 0.112318
Cl -3.008405 -0.646012 1.087722
H -0.701181 0.180391 -0.521481
H 0.846495 -0.027714 0.413169

Atomic forces in eV per Å
-0.5 -0.6 0.4
-0.5 2.3 3.4
2.0 -1.9 -3.5
-1.0 0.4 -0.2
0.1 -0.3 -0.3
0.0 0.0 0.2

=====

Here is a single C2H6OSi2 molecule in a non-equilibrium geometry from the Open Molecules 2025 dataset. Energies are from the ωB97M-V functional and the def2-TZVPD basis.

## Properties
Multiplicity   1
SMILES   C#C[SiH2]O[SiH3]
Energy relative to the best compared isomer or geometry (same formula, charge and spin)   0.000 eV
Frontier orbital gap   0.410 hartree
Highest occupied orbital energy   -10.5 eV

Atoms and positions in Å:
C 2.850662 -1.148588 0.393157
C 2.091910 -0.182137 0.243938
Si 0.726711 1.117265 -0.115526
O -0.826954 0.679372 0.015265
Si -2.060900 -0.358970 0.006837
H 3.460630 -1.934971 0.404152
H 0.746371 2.310739 0.700166
H 0.909632 1.317013 -1.512651
H -2.677778 -0.641775 -1.361284
H -2.144558 -1.682461 0.669940
H -3.075723 0.524516 0.556005

Atomic forces in eV per Å
-4.1 5.2 -0.7
0.5 -1.6 0.6
1.0 -0.9 0.1
0.8 -1.0 0.3
-2.5 0.0 -1.0
2.1 -2.6 0.2
0.6 0.3 0.3
0.3 0.5 -1.0
0.9 0.1 0.4
0.8 0.2 0.2
-0.5 0.0 0.5